[1]
ORCA calculation (ωB97M-V/def2-TZVPD) on 12 unconnected molecules or ions with the total composition C88H145N11O19.

```
263
C88H145N11O19 (ωB97M-V/def2-TZVPD)
O -5.336 -1.079 1.748
N -4.531 -0.591 2.531
O -4.072 0.552 2.316
C -4.205 -1.378 3.773
C -3.264 -0.836 4.684
C -2.937 -1.592 5.799
C -3.610 -2.799 6.036
C -4.498 -3.346 5.121
C -4.802 -2.633 3.995
H -2.893 0.175 4.604
H -2.252 -1.259 6.565
H -3.387 -3.465 6.857
H -4.899 -4.344 5.226
H -5.436 -3.101 3.257
O -4.128 -1.456 -6.842
N -3.239 -1.630 -5.977
O -3.443 -2.114 -4.890
C -1.859 -1.265 -6.372
C -1.685 -0.546 -7.522
C -0.405 -0.022 -7.900
C 0.654 -0.266 -7.033
C 0.487 -0.952 -5.862
C -0.744 -1.528 -5.601
H -2.482 -0.279 -8.200
H -0.443 0.437 -8.877
H 1.607 0.055 -7.426
H 1.362 -1.038 -5.234
H -0.758 -2.009 -4.634
O -6.137 1.172 -10.118
N -5.093 1.463 -9.514
O -4.078 1.829 -10.005
C -5.064 1.351 -7.982
C -6.186 0.850 -7.271
C -6.173 0.789 -5.901
C -5.071 1.214 -5.212
C -3.895 1.623 -5.833
C -3.952 1.780 -7.238
H -6.979 0.452 -7.888
H -7.069 0.456 -5.397
H -5.051 1.118 -4.136
H -2.981 1.831 -5.296
H -3.093 2.184 -7.754
O -7.127 2.416 0.454
N -8.015 2.042 -0.278
O -9.034 2.614 -0.451
C -7.803 0.733 -1.026
C -8.738 0.391 -1.993
C -8.517 -0.784 -2.729
C -7.347 -1.458 -2.624
C -6.390 -1.119 -1.618
C -6.715 -0.072 -0.749
H -9.673 0.929 -2.042
H -9.257 -1.121 -3.440
H -7.042 -2.278 -3.258
H -5.561 -1.767 -1.374
H -6.013 0.227 0.016
O 2.328 3.487 2.629
N 3.259 2.740 2.418
O 3.586 2.352 1.324
C 4.011 2.336 3.609
C 5.247 1.667 3.517
C 5.933 1.306 4.689
C 5.340 1.505 5.963
C 4.184 2.229 6.030
C 3.580 2.699 4.856
H 5.810 1.497 2.611
H 6.865 0.767 4.610
H 5.710 1.183 6.925
H 3.755 2.527 6.975
H 2.634 3.176 5.063
C 3.656 -3.074 8.080
C 3.082 -3.139 6.606
C 3.341 -1.655 6.039
C 4.077 -4.141 5.850
C 3.518 -4.425 4.474
C 2.075 -4.963 4.633
C 1.026 -4.019 5.334
C 0.556 -2.891 4.383
C -0.171 -4.880 5.689
N 1.669 -3.672 6.621
O 0.819 -2.847 7.421
H 3.170 -2.268 8.630
H 3.521 -4.059 8.528
H 4.737 -2.990 8.185
H 2.625 -0.914 6.392
H 4.347 -1.382 6.357
H 3.384 -1.678 4.950
H 5.087 -3.740 5.765
H 4.253 -5.003 6.493
H 3.527 -3.511 3.880
H 4.190 -5.134 3.991
H 2.104 -5.968 5.055
H 1.751 -5.036 3.595
H 0.035 -3.374 3.557
H 1.328 -2.178 4.093
H -0.136 -2.309 4.991
H -0.608 -5.299 4.782
H -0.984 -4.361 6.197
H 0.000 -5.685 6.404
H 0.962 -3.234 8.288
C 6.104 1.590 -0.401
C 5.906 1.917 -1.826
C 6.628 0.904 -2.692
C 4.329 1.754 -1.999
C 3.816 2.250 -3.367
C 4.143 3.721 -3.518
C 5.629 4.083 -3.316
C 6.309 3.900 -4.728
C 5.694 5.564 -2.947
N 6.231 3.350 -2.222
O 7.627 3.708 -2.078
H 5.775 2.320 0.338
H 5.773 0.578 -0.165
H 7.181 1.718 -0.294
H 6.076 -0.019 -2.868
H 6.917 1.273 -3.677
H 7.550 0.562 -2.224
H 4.007 0.722 -1.861
H 3.863 2.342 -1.208
H 4.458 1.802 -4.126
H 2.799 1.921 -3.580
H 3.654 4.168 -2.653
H 3.778 4.072 -4.483
H 6.241 2.882 -5.111
H 7.305 4.331 -4.631
H 5.886 4.578 -5.469
H 6.710 5.951 -3.023
H 5.235 5.753 -1.976
H 5.179 6.264 -3.606
H 7.926 3.416 -2.941
C 1.698 -3.361 -3.192
C 2.824 -3.955 -2.268
C 2.756 -5.493 -2.186
C 4.140 -3.546 -2.941
C 5.336 -3.679 -1.994
C 5.091 -2.850 -0.745
C 3.861 -3.279 0.037
C 4.190 -4.613 0.755
C 3.605 -2.280 1.050
N 2.691 -3.376 -0.864
O 1.490 -3.727 -0.225
H 0.747 -3.651 -2.747
H 1.733 -2.285 -3.021
H 1.776 -3.531 -4.266
H 2.057 -5.844 -1.427
H 2.326 -6.008 -3.046
H 3.748 -5.922 -2.043
H 4.230 -4.138 -3.852
H 4.074 -2.510 -3.271
H 5.554 -4.705 -1.698
H 6.258 -3.291 -2.428
H 4.925 -1.812 -1.032
H 5.993 -2.890 -0.134
H 4.566 -5.357 0.053
H 3.341 -5.069 1.263
H 5.030 -4.482 1.437
H 2.792 -2.665 1.665
H 3.365 -1.293 0.656
H 4.358 -2.216 1.836
H 1.068 -2.866 -0.265
C -3.077 -0.540 -2.023
C -1.853 0.277 -1.517
C -0.879 0.650 -2.709
C -2.389 1.560 -0.824
C -1.249 2.307 -0.091
C -0.761 1.420 1.013
C -0.143 0.091 0.459
C 1.166 0.388 -0.298
C 0.139 -0.815 1.690
N -1.148 -0.522 -0.474
O -0.856 -1.823 -0.889
H -2.727 -1.414 -2.572
H -3.744 -0.870 -1.227
H -3.706 0.076 -2.665
H 0.051 0.083 -2.682
H -1.306 0.410 -3.683
H -0.623 1.709 -2.684
H -2.958 2.283 -1.410
H -3.177 1.334 -0.106
H -0.400 2.627 -0.695
H -1.706 3.232 0.259
H -1.502 1.213 1.785
H 0.069 1.980 1.444
H 1.382 -0.597 -0.712
H 1.982 0.701 0.353
H 1.126 1.038 -1.172
H -0.757 -1.222 2.159
H 0.834 -0.354 2.391
H 0.730 -1.649 1.311
H -1.260 -2.417 -0.253
C -1.842 6.966 -0.432
C -0.861 8.092 -0.246
C -1.512 9.323 -0.857
C -0.761 8.440 1.262
C 0.132 7.526 2.055
C 1.516 7.432 1.491
C 1.436 7.052 -0.053
C 2.875 7.333 -0.532
C 1.160 5.487 -0.252
N 0.508 7.878 -0.770
O 0.363 7.627 -2.167
H -1.776 6.618 -1.463
H -1.614 6.109 0.201
H -2.893 7.249 -0.378
H -1.663 9.261 -1.934
H -2.450 9.583 -0.366
H -0.733 10.079 -0.762
H -0.323 9.435 1.338
H -1.789 8.629 1.570
H 0.214 7.704 3.127
H -0.249 6.506 1.996
H 2.160 6.827 2.130
H 1.846 8.468 1.573
H 2.995 7.002 -1.564
H 3.537 6.791 0.143
H 3.093 8.393 -0.662
H 1.982 4.963 0.236
H 1.062 5.135 -1.278
H 0.247 5.154 0.241
H -0.016 6.752 -2.281
C -1.411 -4.842 1.792
C -2.376 -5.630 0.927
C -2.531 -7.026 1.513
C -3.765 -4.855 1.040
C -4.783 -5.199 -0.016
C -4.100 -4.759 -1.322
C -2.748 -5.479 -1.609
C -3.072 -6.878 -2.107
C -2.174 -4.658 -2.727
N -1.854 -5.524 -0.408
O -0.606 -6.205 -0.628
H -0.459 -5.362 1.902
H -1.110 -3.825 1.537
H -1.910 -4.715 2.752
H -3.015 -6.964 2.488
H -3.168 -7.717 0.960
H -1.544 -7.463 1.663
H -4.215 -5.093 2.004
H -3.512 -3.797 1.110
H -5.021 -6.261 -0.067
H -5.693 -4.628 0.170
H -4.118 -3.670 -1.368
H -4.814 -4.917 -2.130
H -2.219 -7.505 -2.368
H -3.825 -6.895 -2.895
H -3.496 -7.430 -1.268
H -1.219 -5.085 -3.034
H -1.852 -3.695 -2.332
H -2.851 -4.364 -3.529
H 0.013 -5.472 -0.659
C -2.753 3.777 2.871
C -3.981 3.963 3.744
C -4.044 3.135 5.065
O -4.525 4.146 5.930
C -4.443 5.385 5.438
O -4.674 6.460 6.000
O -4.105 5.344 4.166
H -1.831 3.947 3.428
H -2.823 4.494 2.053
H -2.694 2.761 2.482
H -4.855 3.765 3.124
H -3.188 2.512 5.328
H -4.823 2.374 5.013
```

Computed properties:
Frontier orbital gap   7.0624 eV
Relative energy (zero: lowest compared OMol25 entry of this formula, charge and spin)   14.82 kcal per mole
Max |F|   3.8 eV/Å
HOMO energy   -8.30 eV
Total energy   -5471.1369 hartree

[2]
ORCA calculation (ωB97M-V/def2-TZVPD) on a molecular structure, C8H21B2CoF8NO4.

```
45
C8H21B2CoF8NO4 (ωB97M-V/def2-TZVPD)
Co -0.434 -0.779 1.338
B -2.646 -1.404 -0.071
F -1.495 -2.083 -0.089
F -3.573 -2.281 0.186
F -2.390 -0.676 0.996
F -2.776 -0.731 -1.274
B -0.854 -1.796 3.550
F -0.828 -0.537 3.303
F -1.435 -2.448 2.514
F 0.390 -2.340 3.516
F -1.561 -2.010 4.695
C -0.015 1.325 -5.025
O 0.638 1.087 -3.871
C 0.520 -0.188 -3.294
C 0.941 -0.233 -1.806
N -0.007 0.206 -0.803
C 0.010 1.687 -0.664
C -1.046 2.152 0.231
O -0.872 1.490 1.549
C -1.308 2.265 2.635
H 0.240 2.368 -5.216
H -1.089 1.194 -4.894
H 0.419 0.744 -5.839
H 1.118 -0.951 -3.793
H -0.536 -0.407 -3.451
H 1.767 0.465 -1.666
H 1.258 -1.266 -1.656
H -0.904 -0.105 -1.146
H -0.239 2.082 -1.649
H 1.003 1.877 -0.255
H -2.057 2.096 -0.174
H -0.815 3.215 0.301
H -2.182 2.847 2.344
H -0.563 3.058 2.700
H -1.453 1.771 3.596
C 2.659 -0.478 1.373
C 2.421 -2.026 1.200
O 1.143 -2.192 0.697
O 1.590 0.290 2.006
H 2.754 0.063 0.432
H 3.602 -0.255 1.872
H 2.452 -2.504 2.179
H 3.052 -2.584 0.508
H 1.176 -3.149 0.626
H 1.927 1.143 2.290
```

Computed properties:
Frontier orbital gap (spin up / spin down)   9.9427 / 9.9110 eV
Relative energy (zero: lowest compared OMol25 entry of this formula, charge and spin)   24.73 kcal per mole
Spin multiplicity   4
Max |F|   6.6 eV/Å
HOMO energy (spin up / spin down)   -10.00 / -10.00 eV
Total energy   -2904.8557 hartree

[3]
ORCA calculation (ωB97M-V/def2-TZVPD) on 3 unconnected molecules or ions with the total composition C9H21FO11P2.

```
44
C9H21FO11P2 (ωB97M-V/def2-TZVPD)
O 1.927 0.714 -3.451
C 2.318 0.346 -2.402
O 3.489 0.689 -1.820
C 3.700 -0.153 -0.698
C 2.298 -0.619 -0.361
F 1.733 0.287 0.524
O 1.622 -0.496 -1.569
H 4.378 -0.976 -0.925
H 4.117 0.420 0.128
H 2.179 -1.607 0.071
C -0.163 -3.609 5.820
O 0.523 -3.505 4.559
P -0.134 -2.709 3.375
O -1.129 -1.707 3.761
O -0.627 -3.844 2.425
C -1.136 -3.589 1.120
O 1.112 -2.151 2.589
C 2.044 -1.297 3.246
H -1.133 -3.126 5.792
H 0.466 -3.135 6.573
H -0.225 -4.669 6.058
H -0.745 -2.658 0.709
H -2.225 -3.511 1.148
H -0.881 -4.432 0.484
H 1.642 -0.872 4.166
H 2.336 -0.511 2.560
H 2.933 -1.872 3.516
C -1.020 3.112 -5.251
O -2.006 3.207 -4.234
P -1.512 3.463 -2.750
O -0.320 4.280 -2.569
O -2.816 4.014 -2.063
C -4.026 3.260 -2.135
O -1.364 1.961 -2.249
C -0.686 1.748 -1.011
H -1.025 3.999 -5.887
H -1.210 2.243 -5.883
H -0.004 2.990 -4.869
H -3.880 2.245 -1.758
H -4.381 3.166 -3.161
H -4.753 3.778 -1.518
H -0.708 0.707 -0.713
H -1.075 2.398 -0.224
H 0.367 2.022 -1.122
```

Computed properties:
Frontier orbital gap   10.9715 eV
Relative energy (zero: lowest compared OMol25 entry of this formula, charge and spin)   0.00 kcal per mole
Max |F|   1.2 eV/Å
HOMO energy   -10.56 eV
Total energy   -1965.9441 hartree

[4]
ORCA calculation (ωB97M-V/def2-TZVPD) on C5H7N in the gas phase.

```
13
C5H7N (ωB97M-V/def2-TZVPD)
C -0.195 -1.528 1.122
C 0.194 -0.317 0.349
C 0.781 -0.273 -0.886
C 0.511 1.011 -1.434
C -0.279 1.684 -0.539
N -0.496 0.850 0.532
H -0.431 -1.370 2.184
H -1.077 -1.760 0.545
H 0.528 -2.349 1.043
H 1.266 -1.117 -1.363
H 0.897 1.402 -2.363
H -0.670 2.690 -0.546
H -1.029 1.077 1.357
```

Computed properties:
Frontier orbital gap   8.9778 eV
Relative energy (zero: lowest compared OMol25 entry of this formula, charge and spin)   7.41 kcal per mole
Max |F|   1.3 eV/Å
HOMO energy   -7.92 eV
Total energy   -249.4614 hartree

[5]
ORCA calculation (ωB97M-V/def2-TZVPD) on a molecular structure, C20H21N4NiO.

```
47
C20H21N4NiO (ωB97M-V/def2-TZVPD)
Ni -1.710 -1.072 -1.093
O -1.740 0.838 -0.803
H -1.135 1.597 -0.695
N -0.407 -1.556 0.596
C -0.450 -0.792 1.791
C 0.463 -0.897 2.893
C 1.417 -1.877 2.794
C 1.504 -2.766 1.711
C 0.509 -2.578 0.714
H -1.161 0.019 1.739
H 0.283 -0.223 3.718
H 2.000 -2.088 3.678
H 2.248 -3.549 1.715
H 0.449 -3.254 -0.126
N 4.190 3.628 -1.447
C 3.352 4.682 -1.368
C 2.193 4.725 -0.560
C 1.742 3.519 0.011
C 2.655 2.466 -0.023
C 3.855 2.551 -0.706
H 3.640 5.564 -1.919
H 1.653 5.660 -0.560
H 0.784 3.416 0.499
H 2.329 1.568 0.479
H 4.505 1.691 -0.767
N -3.458 -1.098 0.914
C -3.393 -1.966 1.897
C -4.170 -1.996 3.035
C -5.028 -0.953 3.204
C -5.266 -0.039 2.172
C -4.478 -0.149 1.043
H -2.640 -2.720 1.717
H -4.082 -2.814 3.735
H -5.492 -0.906 4.178
H -5.962 0.741 2.443
H -4.219 0.677 0.397
N 0.061 -1.000 -2.298
C 0.668 0.155 -2.677
C 1.771 0.334 -3.501
C 2.311 -0.838 -4.096
C 1.751 -2.070 -3.806
C 0.664 -2.092 -2.958
H 0.160 1.020 -2.279
H 2.022 1.318 -3.868
H 3.080 -0.789 -4.852
H 2.218 -3.020 -4.020
H 0.314 -3.068 -2.653
```

Computed properties:
Frontier orbital gap (spin up / spin down)   4.3900 / 8.7086 eV
Spin multiplicity   4
Max |F|   4.8 eV/Å
HOMO energy (spin up / spin down)   -4.18 / -8.46 eV
Total energy   -2577.1230 hartree

[6]
ORCA calculation (ωB97M-V/def2-TZVPD) on a molecular structure, C5H12NO5.

```
23
C5H12NO5 (ωB97M-V/def2-TZVPD)
C -2.893 -0.215 -0.676
C 2.760 -0.538 0.062
C 0.727 0.556 0.737
C -1.750 0.575 0.067
C -0.410 -0.095 -0.231
N 1.941 0.648 -0.106
O 2.756 1.779 -0.030
O -1.697 1.870 -0.430
O -2.026 0.649 1.463
O -0.054 0.172 -1.568
O -0.560 -1.456 0.030
H -3.736 0.309 -0.501
H -2.424 -0.098 -1.697
H -3.076 -1.105 -0.185
H 3.708 -0.516 -0.435
H 3.037 -0.496 1.123
H 2.352 -1.544 -0.089
H 0.584 1.638 1.008
H 0.629 -0.216 1.612
H -0.886 2.232 -0.754
H -1.366 1.174 1.866
H 1.170 0.497 -1.330
H 0.321 -1.707 0.386
```

Computed properties:
Frontier orbital gap   6.7722 eV
Relative energy (zero: lowest compared OMol25 entry of this formula, charge and spin)   22.61 kcal per mole
Charge   -1
Max |F|   5.1 eV/Å
HOMO energy   -3.20 eV
Total energy   -628.5747 hartree